DFT (ωB97M-V/def2-TZVPD) results for a single C17H27N3O2 molecule.

Its HOMO energy is -8.9 eV. As for the charge: 0. As for the largest force on an atom: 1.444 eV/A. The calculation puts the HOMO-LUMO gap at 0.3436 Ha. The SMILES is CCNC(=O)C/C(C)=N/NC(=O)[C@]12C[C@H]3C[C@H](C[C@H](C3)C1)C2.

Each line ends with the Löwdin charge.
Positions of all 49 atoms, in Å:
C -2.176 -0.128 0.610  -0.344
H 5.946 -1.023 -3.221  0.068
C -0.895 -0.776 1.156  -0.080
C -1.774 1.868 2.058  -0.289
C -2.952 1.475 2.948  -0.122
C -2.028 1.399 0.626  -0.084
H 0.353 1.498 1.955  0.120
N -0.376 0.302 -1.571  0.076
H -1.652 -0.362 4.501  0.118
O -3.440 -1.256 -1.118  0.083
H 6.510 -1.919 -1.809  0.071
C -3.355 -0.522 1.507  -0.090
H 0.265 -0.758 2.964  0.142
H -2.941 1.858 0.239  0.132
C 0.476 -0.166 -3.845  -0.028
H -3.868 1.944 2.582  0.119
H -3.957 -0.332 3.564  0.140
H 1.488 1.905 -1.273  0.123
H 1.263 0.243 -4.472  0.072
H -1.942 -1.778 3.487  0.119
C -2.450 -0.631 -0.797  -0.398
C 5.819 -1.153 -2.148  -0.085
H 2.244 1.654 -2.873  0.115
H 3.411 -0.329 -3.218  0.134
H -2.781 1.823 3.969  0.118
H -4.273 -0.081 1.114  0.129
H -1.720 -0.806 -2.672  0.150
H -3.480 -1.607 1.486  0.129
H 6.066 -0.218 -1.651  0.076
H 4.261 -1.676 -0.741  0.115
H -1.662 2.959 2.062  0.140
N -1.508 -0.388 -1.764  0.084
H -0.290 1.576 3.600  0.120
H -1.002 -1.864 1.140  0.134
H -0.482 0.052 -4.320  0.080
C -3.106 -0.045 2.935  -0.291
C 0.521 0.427 -2.461  -0.323
H 0.591 -1.250 -3.798  0.090
C -0.494 1.222 2.586  -0.113
H -1.194 1.694 -0.010  0.103
N 3.437 -0.555 -2.236  0.054
H 4.146 -2.511 -2.308  0.116
H -0.039 -0.503 0.538  0.099
C 2.686 0.150 -1.363  -0.498
C -1.832 -0.691 3.475  -0.121
O 2.701 -0.034 -0.168  0.069
C 4.388 -1.562 -1.819  -0.233
C -0.654 -0.296 2.587  -0.286
C 1.754 1.169 -2.030  -0.051